The following is a quantum chemistry calculation of a structure of composition C3H4AlO3, from the Open Molecules 2025 dataset.

Calculated values
HOMO (spin up / spin down): -25.97 / -25.23 eV
HOMO-LUMO gap (spin up / spin down): 0.2010 / 0.1431 hartree
Total charge: +3
DFT total energy: -583.239032 Eh
Relative energy (zero: lowest compared OMol25 entry of this formula, charge and spin): 2.493 eV
2S+1: 1

```
11
Properties=species:S:1:pos:R:3:mulliken_charge:R:1
O -0.8409 -0.5569 -0.3111 -0.11
Al 1.2106 -2.4806 -2.6813 1.35
O 0.3183 -1.9853 -1.6572 0.19
C 0.3107 -1.3903 -0.5872 0.71
O 1.1664 -0.9630 0.2103 -0.21
C -0.3106 0.1525 0.7030 0.49
C -0.3727 1.6194 0.6449 -0.95
H -0.3529 -0.3439 1.6809 0.39
H -1.0629 1.9599 1.4316 0.38
H 0.6225 2.0105 0.9059 0.39
H -0.6886 1.9778 -0.3398 0.36
```

The following is a quantum chemistry calculation of a structure of composition C3H4BeFO3, from the Open Molecules 2025 dataset.

Calculated values
HOMO: -3.75 eV
HOMO-LUMO gap: 0.2636 hartree
Total charge: -1
DFT total energy: -456.959812 Eh
Relative energy (zero: lowest compared OMol25 entry of this formula, charge and spin): 0.000 eV
2S+1: 1

```
12
Properties=species:S:1:pos:R:3:mulliken_charge:R:1
C 1.5396 0.0690 1.3040 -0.99
C 0.2814 -0.1649 0.8610 0.08
H 2.2259 0.5372 0.5950 0.29
H 1.7475 0.1219 2.3741 0.32
F -0.5952 -0.6364 1.7901 -0.23
H 0.2058 -0.2212 -0.2291 0.44
Be 1.8554 -2.5935 0.5978 -0.10
O -1.4213 0.6269 -2.4553 -0.49
C -1.3976 0.3312 -1.1126 0.73
O -1.7747 1.2056 -0.3192 -0.69
O -0.9610 -0.8187 -0.8563 -0.64
H -1.7058 1.5430 -2.5497 0.29
```

The following is a quantum chemistry calculation of a structure of composition C3H4BiLiO3, from the Open Molecules 2025 dataset.

Calculated values
HOMO (spin up / spin down): -10.05 / -11.78 eV
HOMO-LUMO gap (spin up / spin down): 0.1926 / 0.2507 hartree
Total charge: +1
DFT total energy: -564.062368 Eh
2S+1: 2

```
12
Properties=species:S:1:pos:R:3:mulliken_spin:R:1
H -2.0055 -1.2749 -0.0639 -0.01
C -1.0983 -0.6698 -0.2534 0.08
C 0.0151 -1.2091 0.5995 -0.78
O 1.2311 -0.5650 0.7160 0.05
C 2.0664 -0.1391 -0.3785 0.79
O 1.9079 1.3191 -0.1862 0.09
Bi 0.2241 1.4699 0.9827 0.87
O -1.3269 0.6856 0.0255 0.00
H -0.8614 -0.7933 -1.3334 -0.06
H 0.1241 -2.2940 0.6967 -0.02
H 2.5113 1.8175 -0.7387 -0.01
Li -2.7880 1.6531 -0.0664 0.00
```

The following is a quantum chemistry calculation of a structure of composition C3H4Br2, from the Open Molecules 2025 dataset.

Calculated values
HOMO: -10.04 eV
HOMO-LUMO gap: 0.3837 hartree
DFT total energy: -5264.683971 Eh
Relative energy (zero: lowest compared OMol25 entry of this formula, charge and spin): 0.378 eV
2S+1: 1

```
9
Properties=species:S:1:pos:R:3:mulliken_charge:R:1
C -0.1647 0.0830 0.7440 -0.46
C -0.1887 0.0384 -0.7753 -0.38
C -1.4416 -0.1360 -0.0183 0.11
Br -2.5708 -1.6813 0.0330 -0.10
Br -2.7147 1.4593 -0.0686 -0.13
H 0.3229 -0.7574 1.2146 0.26
H 0.1063 1.0397 1.2458 0.22
H -0.3031 1.0006 -1.3344 0.23
H 0.4217 -0.7657 -1.2345 0.25
```

The following is a quantum chemistry calculation of a structure of composition C3H4Br2O, from the Open Molecules 2025 dataset.

Calculated values
HOMO (spin up / spin down): -8.27 / -8.12 eV
HOMO-LUMO gap (spin up / spin down): 0.2961 / 0.3069 hartree
DFT total energy: -5339.845826 Eh
Relative energy (zero: lowest compared OMol25 entry of this formula, charge and spin): 2.677 eV
2S+1: 1

```
10
Properties=species:S:1:pos:R:3:mulliken_charge:R:1
C -0.6610 -0.8991 1.8251 0.09
C 0.9956 0.4914 -0.7423 -0.93
C -0.4823 0.3054 -0.7785 0.07
O 0.3935 -1.0104 2.3281 -0.33
Br -1.1358 -1.1203 -1.8516 -0.07
Br -1.5910 1.8314 -0.7592 -0.08
H -1.6560 -1.2022 2.1605 0.29
H 1.4630 -0.3327 -0.1976 0.27
H 1.2420 1.4252 -0.2381 0.35
H 1.4320 0.5114 -1.7465 0.35
```

The following is a quantum chemistry calculation of the molecule C3H4Br2O, from the Open Molecules 2025 dataset.

Calculated values
SMILES string: C[C@@]1(Br)O[C@H]1Br
HOMO: -9.86 eV
HOMO-LUMO gap: 0.3902 hartree
DFT total energy: -5339.932763 Eh
Relative energy (zero: lowest compared OMol25 entry of this formula, charge and spin): 0.312 eV
2S+1: 1

```
10
Properties=species:S:1:pos:R:3:mulliken_charge:R:1
C -0.7250 -1.2435 0.0689 -0.17
C 0.4864 -0.2120 0.1338 0.59
C 0.3290 1.2541 -0.1082 -1.07
O -0.1270 -0.7999 1.2433 -0.34
Br -2.4829 -0.6127 -0.3120 -0.16
Br 2.1979 -0.9880 -0.3164 -0.18
H -0.5437 -2.2660 -0.2289 0.41
H 0.5497 1.7934 0.8132 0.27
H -0.6938 1.4869 -0.4064 0.32
H 1.0095 1.5877 -0.8874 0.34
```

The following is a quantum chemistry calculation of a cluster of 2 separate species, C3H4Br2O3 in total, from the Open Molecules 2025 dataset.

Calculated values
SMILES string: O/C=C(\O)Br.O=CBr
HOMO: -8.90 eV
HOMO-LUMO gap: 0.3418 hartree
DFT total energy: -5490.396351 Eh
Relative energy (zero: lowest compared OMol25 entry of this formula, charge and spin): 0.084 eV
2S+1: 1

```
12
Properties=species:S:1:pos:R:3:mulliken_charge:R:1
C -0.5237 0.3792 -1.0597 0.23
C 0.7915 0.3546 -0.8693 -0.31
C -0.0216 -1.0291 1.4512 0.20
O -1.3459 1.3855 -0.5213 -0.53
O 1.5960 1.3458 -0.4883 -0.49
O -0.3140 -0.1198 2.1047 -0.34
Br -1.3874 -1.1820 -1.7760 -0.12
Br 1.7360 -1.8423 1.5619 -0.16
H 1.3187 -0.5352 -1.1779 0.49
H -0.7206 -1.8458 0.9679 0.30
H 1.1018 2.1174 -0.0146 0.35
H -2.2307 0.9717 -0.1786 0.38
```

The following is a quantum chemistry calculation of a structure of composition C3H4BrCl2OP, from the Open Molecules 2025 dataset.

Calculated values
HOMO: -8.85 eV
HOMO-LUMO gap: 0.3225 hartree
DFT total energy: -4027.639162 Eh
Relative energy (zero: lowest compared OMol25 entry of this formula, charge and spin): 0.502 eV
2S+1: 1

```
12
Properties=species:S:1:pos:R:3:mulliken_charge:R:1
C 0.0632 0.2959 0.0743 0.22
C 0.0214 1.4536 -0.5751 -0.13
C 0.6687 -1.0781 1.8455 -0.59
O 0.9682 0.0420 1.1119 -0.30
P -1.3024 1.2131 -2.5175 0.38
Cl -0.2432 -0.3831 -3.2980 -0.17
Cl -2.8547 0.2140 -1.7815 -0.16
Br 1.4214 2.6647 -0.8234 -0.09
H -0.5687 -0.4948 -0.2485 0.06
H -0.0156 -0.7992 2.7328 0.21
H 1.6037 -1.4564 2.3285 0.19
H 0.2381 -1.6716 1.1510 0.37
```

The following is a quantum chemistry calculation of the molecule C3H4BrF, from the Open Molecules 2025 dataset.

Calculated values
HOMO (spin up / spin down): -8.19 / -8.65 eV
HOMO-LUMO gap (spin up / spin down): 0.2840 / 0.3338 hartree
DFT total energy: -2790.432144 Eh
Relative energy (zero: lowest compared OMol25 entry of this formula, charge and spin): 3.585 eV
2S+1: 1

```
9
Properties=species:S:1:pos:R:3:mulliken_charge:R:1
C -0.2196 -0.5968 -0.0552 -0.56
C -0.9534 0.6388 -0.5764 -0.21
C 1.1492 -0.4522 0.6973 -0.36
F -1.9648 1.1490 0.1459 -0.23
Br 2.7206 -0.0549 -0.1829 -0.08
H -0.8261 -1.1074 0.5848 0.32
H -0.0619 -1.1157 -0.9660 0.36
H -0.6596 1.4233 -1.2172 0.40
H 0.8156 0.1159 1.5698 0.36
```

The following is a quantum chemistry calculation of the molecule C3H4BrN, from the Open Molecules 2025 dataset.

Calculated values
SMILES string: C[C@@H](Br)C#N
HOMO: -10.85 eV
HOMO-LUMO gap: 0.4123 hartree
DFT total energy: -2745.434520 Eh
Relative energy (zero: lowest compared OMol25 entry of this formula, charge and spin): 0.748 eV
2S+1: 1

```
9
Properties=species:S:1:pos:R:3:mulliken_charge:R:1
C -1.2819 1.9033 -0.0581 -0.01
C 0.1191 -0.0608 0.3801 -1.06
C -1.0831 0.4826 -0.3660 0.32
N -1.4365 3.0233 0.1719 -0.36
Br -2.7615 -0.4547 -0.0046 -0.10
H -0.3412 -0.7500 1.1354 0.31
H 0.6460 0.7256 0.9200 0.33
H 0.8832 -0.6446 -0.1308 0.27
H -1.0552 0.5987 -1.6723 0.30
```

The following is a quantum chemistry calculation of the molecule C3H4BrN, from the Open Molecules 2025 dataset.

Calculated values
SMILES string: [H]/N=C/C(=C)Br
HOMO: -9.61 eV
HOMO-LUMO gap: 0.3655 hartree
DFT total energy: -2745.419641 Eh
Relative energy (zero: lowest compared OMol25 entry of this formula, charge and spin): 1.153 eV
2S+1: 1

```
9
Properties=species:S:1:pos:R:3:mulliken_charge:R:1
C -0.3799 1.3843 -0.0174 -0.68
C -0.2227 -0.9907 0.0331 0.07
C -0.9900 0.2170 0.0038 0.29
N -0.7975 -2.1051 -0.0159 -0.53
Br -2.8843 0.0873 0.0022 -0.13
H -0.8631 2.3449 -0.1945 0.26
H 0.5865 1.2622 0.2386 0.28
H 0.8297 -0.5835 -0.0184 0.20
H -0.1164 -2.8907 -0.1157 0.24
```

The following is a quantum chemistry calculation of a cluster of 2 separate species, C3H4BrN in total, from the Open Molecules 2025 dataset.

Calculated values
HOMO: -9.68 eV
HOMO-LUMO gap: 0.3417 hartree
DFT total energy: -2745.364523 Eh
Relative energy (zero: lowest compared OMol25 entry of this formula, charge and spin): 2.653 eV
2S+1: 1

```
9
Properties=species:S:1:pos:R:3:mulliken_charge:R:1
C -1.7079 -0.0198 -0.3441 0.41
C 1.2512 -0.6913 -0.0503 -0.71
C -0.6064 0.5020 0.3041 -0.47
N -2.6241 -0.2129 -1.0275 -0.37
Br -0.1605 2.3979 -0.1181 -0.09
H 0.9291 -1.5816 -0.5745 0.30
H 1.4728 -0.5931 1.0053 0.31
H 2.0384 -0.1097 -0.5774 0.27
H -0.5924 0.3085 1.3825 0.35
```

The following is a quantum chemistry calculation of a cluster of 2 separate species, C3H4BrN in total, from the Open Molecules 2025 dataset.

Calculated values
SMILES string: C=CC#N.Br
HOMO: -10.62 eV
HOMO-LUMO gap: 0.4011 hartree
DFT total energy: -2745.425628 Eh
Relative energy (zero: lowest compared OMol25 entry of this formula, charge and spin): 0.990 eV
2S+1: 1

```
9
Properties=species:S:1:pos:R:3:mulliken_charge:R:1
C -1.8620 -0.8035 0.6964 0.14
C -0.5374 0.4475 -0.9103 -0.57
C -0.5868 -0.2839 0.2185 -0.09
N -2.8928 -1.2266 1.0018 -0.35
Br 3.5367 1.1203 0.2853 -0.20
H -1.3445 0.6725 -1.5694 0.29
H 0.3855 0.8556 -1.1911 0.22
H 3.2056 -0.1938 0.6059 0.19
H 0.0956 -0.5881 0.8630 0.36
```

The following is a quantum chemistry calculation of the molecule C3H4BrNO, from the Open Molecules 2025 dataset.

Calculated values
HOMO: -7.98 eV
HOMO-LUMO gap: 0.3076 hartree
DFT total energy: -2820.621510 Eh
Relative energy (zero: lowest compared OMol25 entry of this formula, charge and spin): 2.499 eV
2S+1: 1

```
10
Properties=species:S:1:pos:R:3:mulliken_charge:R:1
C -1.2861 0.6351 0.1858 0.12
C 0.8477 0.0403 -0.3151 -0.33
C 0.0348 -1.2206 0.0557 -0.41
N -0.1149 1.1024 -0.1252 -0.03
O -2.3670 0.9383 0.4174 -0.33
Br 0.4898 -1.9395 1.8042 -0.17
H 1.6177 0.1260 0.4990 0.29
H 1.1781 0.1222 -1.4177 0.25
H -0.3803 -1.9576 -0.7227 0.34
H -0.0197 2.1534 -0.3814 0.28
```

The following is a quantum chemistry calculation of a structure of composition C3H4BrO6S2, from the Open Molecules 2025 dataset.

Calculated values
HOMO (spin up / spin down): -5.13 / -5.14 eV
HOMO-LUMO gap (spin up / spin down): 0.2445 / 0.2449 hartree
Total charge: -1
DFT total energy: -3938.459808 Eh
Relative energy (zero: lowest compared OMol25 entry of this formula, charge and spin): 0.872 eV
2S+1: 1

```
16
Properties=species:S:1:pos:R:3:mulliken_charge:R:1
C 1.9122 1.0338 -1.5801 -0.19
C -0.1639 -0.0004 -0.8380 -0.37
C 0.0314 0.6659 0.5400 -0.48
O 3.7278 -0.9098 -2.0551 -0.52
O 2.2157 -1.4294 -0.2124 -0.52
O 2.1266 3.4769 -0.1768 -0.67
O 2.7658 1.3418 0.8508 -0.55
O 0.7841 0.3782 -1.8080 -0.22
O 0.3445 2.0040 0.3532 -0.41
S 3.1380 -0.4039 -0.8201 0.90
S 1.9576 2.0704 -0.1190 1.13
Br 5.2797 -0.7062 0.7068 -0.47
H -0.0967 -1.1629 -0.7509 0.24
H -1.1264 0.1667 -1.2988 0.36
H -0.9088 0.7503 1.1556 0.30
H 0.8345 0.1991 1.0014 0.49
```

The following is a quantum chemistry calculation of a structure of composition C3H4CdO3, from the Open Molecules 2025 dataset.

Calculated values
HOMO: -9.97 eV
HOMO-LUMO gap: 0.3591 hartree
DFT total energy: -510.095704 Eh
Relative energy (zero: lowest compared OMol25 entry of this formula, charge and spin): 0.698 eV
2S+1: 1

```
11
Properties=species:S:1:pos:R:3:mulliken_charge:R:1
C 0.4644 0.1027 0.3675 -0.38
O -1.6886 -0.6735 -0.2066 -0.31
C -1.7906 0.6657 -0.0688 0.70
C -0.3233 -1.0784 -0.0852 -0.18
O -0.6179 1.2163 0.1552 -0.36
O -2.8555 1.2359 -0.0539 -0.56
H 0.5234 0.0748 1.4706 0.51
H 0.1727 -1.3180 -1.0890 0.24
H -0.2350 -1.9227 0.6071 0.22
H 4.0061 0.9747 -0.6975 -0.10
Cd 2.3444 0.7225 -0.3994 0.22
```

The following is a quantum chemistry calculation of the molecule C3H4Cl2, from the Open Molecules 2025 dataset.

Calculated values
SMILES string: Cl[C@@H]1C[C@@H]1Cl
HOMO: -10.20 eV
HOMO-LUMO gap: 0.4084 hartree
DFT total energy: -1037.058423 Eh
Relative energy (zero: lowest compared OMol25 entry of this formula, charge and spin): 0.362 eV
2S+1: 1

```
9
Properties=species:S:1:pos:R:3:mulliken_charge:R:1
C -0.9031 -0.4420 0.4511 -0.08
C -0.2792 -1.5251 -0.4030 -0.64
C -0.5353 -0.1491 -0.9565 -0.06
H -1.9653 -0.5579 0.6595 0.32
H -0.9217 -2.3660 -0.6958 0.20
H 0.7471 -1.7493 -0.1900 0.29
H -1.3440 -0.1037 -1.7001 0.32
Cl -0.0546 0.1904 1.8125 -0.17
Cl 0.8657 0.8375 -1.3786 -0.18
```

The following is a quantum chemistry calculation of a cluster of 2 separate species, C3H4Cl2F2S2 in total, from the Open Molecules 2025 dataset.

Calculated values
SMILES string: FC(F)(Cl)Cl.CSC=S
HOMO: -8.65 eV
HOMO-LUMO gap: 0.3151 hartree
DFT total energy: -2033.166619 Eh
2S+1: 1

```
13
Properties=species:S:1:pos:R:3:mulliken_charge:R:1
C 2.4436 -0.9816 -1.0353 0.49
C -2.0246 0.1340 -0.4142 -0.95
C -0.9982 1.2426 1.8679 -0.24
H -2.2272 -0.7954 0.1171 0.32
H -1.8274 -0.0972 -1.4644 0.32
H -2.8909 0.7975 -0.3588 0.34
H -2.0074 0.8961 2.1117 0.29
F 1.7230 -1.3038 -2.1068 -0.16
F 1.8196 0.0031 -0.3933 -0.15
S -0.5390 0.9435 0.2276 0.18
S -0.0618 1.9629 2.9746 -0.23
Cl 2.5596 -2.3821 0.0267 -0.11
Cl 4.0308 -0.4196 -1.5528 -0.10
```

The following is a quantum chemistry calculation of a structure of composition C3H4Cl2I2, from the Open Molecules 2025 dataset.

Calculated values
HOMO (spin up / spin down): -8.19 / -9.59 eV
HOMO-LUMO gap (spin up / spin down): 0.2975 / 0.2951 hartree
DFT total energy: -1632.323453 Eh
2S+1: 3

```
11
Properties=species:S:1:pos:R:3:mulliken_spin:R:1
C -0.4356 0.5303 2.2310 0.81
C -0.3307 -0.6671 -1.5661 -0.04
C -1.3188 -0.4125 -0.4124 0.78
Cl -0.7805 2.1913 2.0429 0.12
Cl 1.3004 -1.1094 -0.7284 0.04
I -2.0403 -2.2089 0.3817 0.09
I -2.6540 1.1097 -0.6903 0.12
H -0.5007 0.2062 3.2515 0.03
H 0.4401 0.1341 1.7892 0.03
H -0.6050 -1.4016 -2.4168 0.03
H -0.1288 0.3192 -2.0543 0.00
```

The following is a quantum chemistry calculation of the molecule C3H4Cl2O, from the Open Molecules 2025 dataset.

Calculated values
SMILES string: ClC(Cl)[C@@H]1CO1
HOMO: -10.74 eV
HOMO-LUMO gap: 0.4244 hartree
DFT total energy: -1112.280353 Eh
Relative energy (zero: lowest compared OMol25 entry of this formula, charge and spin): 1.587 eV
2S+1: 1

```
10
Properties=species:S:1:pos:R:3:mulliken_charge:R:1
C -0.3529 -1.0476 -0.4978 0.04
C -0.4060 0.3697 -0.0861 -0.18
C 0.6207 1.0597 0.6421 -0.33
H -1.3308 -1.5047 -0.6338 0.30
H -1.0221 0.9250 -0.7776 0.40
H 1.4092 0.4648 0.9617 0.25
H 0.7518 2.1610 0.5243 0.25
O -0.6948 0.7282 1.3143 -0.40
Cl 0.5698 -2.0514 0.6096 -0.16
Cl 0.4550 -1.1048 -2.0566 -0.16
```